180
Properties=species:S:1:pos:R:3:forces:R:3 method="wB97M-V/def2-TZVPD" homo_ev=-7.514 total_charge=0 energy_ev=-130719.30428
Cd -4.78568 -0.70732 -2.21034 -0.3 0.3 -0.1
C 1.55489 -0.99175 -1.34392 -0.5 0.7 0.3
C 0.83657 -1.44504 -0.01665 0.9 -3.0 -1.4
C 1.94743 -1.99949 0.89988 1.0 1.7 1.2
C 2.72679 -0.81947 1.63991 -0.7 -0.7 -1.3
C 1.70355 0.08191 2.35860 2.5 -1.5 -0.7
C 0.62367 0.65777 1.41548 0.2 -0.3 1.5
N 0.02509 -0.40740 0.59134 -4.3 1.8 -4.2
O -1.14536 -0.01066 -0.24457 5.3 -1.7 3.8
C 1.20485 1.80126 0.55995 0.4 0.1 -0.2
C -0.36980 1.12181 2.46423 -0.9 1.5 -1.2
C -0.01086 -2.71017 -0.39747 -1.2 0.3 0.0
H 0.81931 -0.61349 -2.05381 -0.1 0.3 0.2
H 2.07536 -1.79358 -1.86763 -0.1 -0.3 0.5
H 2.29686 -0.23077 -1.10208 -0.1 0.0 -0.2
H 2.62216 -2.63874 0.33052 0.0 0.3 -0.4
H 1.55995 -2.69796 1.64157 -0.4 0.3 0.3
H 3.27103 -0.15504 0.96877 -0.1 -0.3 -0.7
H 3.54631 -1.21893 2.23733 -0.4 -0.1 0.6
H 2.33198 0.87776 2.75834 -0.6 0.4 0.1
H 1.39477 -0.52751 3.20792 -1.0 0.4 0.0
H 0.50046 2.33405 -0.07884 -0.4 -0.3 0.2
H 2.00219 1.46166 -0.10112 -0.1 -0.2 0.1
H 1.68875 2.53755 1.20169 -0.2 0.0 0.3
H -0.76723 0.26819 3.01329 0.0 0.4 0.1
H -1.13586 1.72368 1.97534 -0.6 -0.4 0.0
H 0.13088 1.87853 3.06821 0.1 -0.5 0.5
H 0.48640 -3.67048 -0.53400 1.0 0.5 0.0
H -0.56822 -2.55912 -1.32193 -0.1 0.2 0.1
H -0.73419 -2.98702 0.36949 -0.2 0.5 0.2
C -9.75734 0.80218 -3.41296 0.4 -0.2 1.1
F -9.77489 -0.32832 -2.61429 0.9 1.3 -0.7
F -10.71956 0.62006 -4.26766 -0.5 -0.1 -1.4
F -10.11176 1.85132 -2.66150 0.7 -0.7 -0.1
S -8.02076 1.08766 -4.41370 1.6 -3.0 -0.4
O -7.50685 -0.26713 -4.76949 -1.6 2.2 0.8
O -8.30093 1.99796 -5.53112 0.2 -1.5 2.4
N -6.88436 1.51307 -3.12935 -1.9 0.2 -2.0
S -6.92951 3.10850 -3.29323 1.3 2.3 -0.8
O -6.09647 3.59276 -4.42671 -1.1 -0.6 2.8
O -8.29864 3.59570 -3.24230 1.2 0.3 0.4
C -6.10484 3.75737 -1.54857 -0.1 -2.7 -1.1
F -6.11756 2.73061 -0.58092 -0.4 1.7 -1.2
F -4.84576 4.09927 -1.69164 0.8 -0.1 -0.3
F -6.75658 4.81570 -1.18311 -0.8 0.3 0.8
C -1.85523 -1.02247 -7.83612 0.0 0.3 0.2
C -2.97188 -1.27282 -6.75977 -0.6 -1.3 -1.4
O -2.89386 -0.59827 -5.52293 0.8 0.6 -0.4
H -2.17787 -0.51900 -8.74745 -0.7 0.8 0.5
H -1.39400 -1.84850 -8.37745 0.1 -0.8 1.1
H -1.07462 -0.40536 -7.39123 0.3 -0.1 -0.1
H -3.10043 -2.31116 -6.45414 0.5 -0.3 -0.4
H -3.90258 -1.05984 -7.28564 -0.3 0.4 0.3
H -2.28247 0.12373 -5.68579 -0.1 0.5 0.4
C -4.09821 -4.85454 4.35053 -2.0 -0.7 0.3
C -3.05615 -3.81708 4.28690 -0.2 1.6 0.0
O -3.49859 -2.76710 3.40431 -0.6 -0.4 -0.8
H -4.52539 -5.15078 3.39249 0.4 -0.2 -0.1
H -4.94422 -4.45258 4.90802 -0.2 0.3 -0.2
H -3.86558 -5.70975 4.98506 0.6 -0.2 -0.4
H -2.09383 -4.21273 3.96209 0.2 0.2 0.4
H -3.14007 -3.33092 5.25885 1.4 -0.3 0.4
H -2.87565 -2.04346 3.30485 0.3 -0.2 0.3
C 5.13051 5.19421 6.14630 -1.8 -1.5 1.1
C 5.50632 4.18992 7.26976 0.4 0.6 -0.7
O 6.87947 3.97683 7.13927 1.6 -0.6 0.5
H 5.72036 6.10983 6.18898 -0.2 -0.3 -0.2
H 4.05225 5.33636 6.21883 -0.2 0.9 0.3
H 5.11064 4.64541 5.20475 1.0 0.2 -0.3
H 4.98467 3.23367 7.23007 -0.4 0.0 -0.4
H 5.38953 4.52140 8.30155 -0.3 0.6 -0.2
H 7.07266 3.43606 6.36996 -0.1 0.0 -0.1
C -7.80672 -0.56364 2.83828 -0.7 -0.5 0.4
C -7.80543 -1.35322 1.51422 0.9 1.4 0.6
O -6.50572 -1.30889 0.87088 -0.9 -0.3 0.3
H -7.25190 -0.95536 3.69081 0.6 -0.4 -0.4
H -8.82516 -0.67051 3.21171 -0.3 0.4 0.0
H -7.55914 0.49550 2.76741 -0.1 -0.1 -0.4
H -8.50906 -0.81816 0.87648 0.1 -0.3 -0.3
H -8.15685 -2.36994 1.69002 0.1 -0.1 -0.2
H -5.90640 -1.61121 1.55719 0.4 -0.1 0.0
C 0.24183 8.36119 3.69225 -0.2 -0.8 1.6
C -0.12710 9.12069 2.47679 1.2 0.3 0.4
O 0.85475 10.18059 2.50368 -1.0 0.2 -0.8
H -0.47135 7.59322 3.99174 0.1 -0.3 -0.4
H 0.22581 9.03474 4.54908 -0.1 0.4 -0.1
H 1.26599 7.98822 3.70190 -0.1 -0.3 -0.4
H -1.15259 9.47887 2.56732 0.0 0.2 -0.2
H 0.01869 8.57706 1.54336 -0.3 -0.3 0.0
H 0.62880 10.66513 1.70632 0.5 0.6 -0.1
C -7.12428 -5.48277 -2.93001 -1.0 -0.9 0.3
C -5.83294 -5.19341 -2.22427 -0.2 -0.6 0.6
O -5.29497 -4.11155 -2.91445 1.4 1.2 -0.3
H -7.81661 -4.64246 -2.98162 0.5 0.4 0.0
H -7.74282 -6.25324 -2.46971 0.3 -0.4 0.0
H -6.86863 -5.78253 -3.94632 -0.2 -0.1 -0.1
H -5.11313 -6.01122 -2.25816 -0.2 -0.5 -0.3
H -5.85827 -4.99627 -1.15254 -0.6 0.5 0.0
H -4.81207 -4.52818 -3.63196 0.2 0.5 -0.3
C 8.24165 1.40375 0.64838 -1.6 -0.8 -1.6
C 8.88931 2.16283 1.72049 1.5 0.4 0.5
O 8.49770 1.69449 2.98073 -0.4 -0.1 1.1
H 8.15329 0.35270 0.92329 0.6 -0.2 0.0
H 8.75836 1.50068 -0.30646 0.1 -0.1 0.0
H 7.19458 1.62464 0.44122 -0.1 0.6 0.2
H 8.77843 3.24712 1.73132 -0.4 0.0 -0.4
H 9.95666 1.99650 1.57493 0.3 0.1 0.2
H 9.16875 1.11560 3.34976 0.0 0.0 -0.1
C 0.46735 5.20788 -5.06569 -1.7 2.7 1.2
C 1.02952 3.89735 -5.12975 1.9 -2.2 -0.8
O 0.09785 2.85122 -4.71952 0.7 0.8 -0.8
H 1.01372 6.08589 -5.41018 0.8 -0.5 -0.3
H 0.32936 5.42871 -4.00726 -0.9 0.3 0.0
H -0.44076 5.24118 -5.66763 -0.4 0.0 0.5
H 1.98322 3.82176 -4.60741 -0.1 -0.1 0.6
H 1.37725 3.81933 -6.15984 -0.5 -1.2 -0.4
H 0.33751 2.52063 -3.85069 0.1 0.2 0.0
C 7.11996 -6.74896 2.92381 -0.2 -0.1 -0.3
C 5.91824 -6.50470 3.88993 2.0 0.6 -1.9
O 6.21026 -7.20572 5.03008 -0.2 -1.1 1.8
H 7.31477 -7.78315 2.63994 -0.6 -0.3 0.4
H 8.06078 -6.44651 3.38371 -0.2 0.3 0.2
H 7.03994 -6.24886 1.95862 -0.2 0.4 0.1
H 4.95456 -6.78942 3.46763 -0.1 0.2 -0.2
H 5.98352 -5.45589 4.17954 -0.6 0.5 -0.6
H 5.60925 -6.83650 5.68127 0.1 -0.4 0.5
C -3.11792 -9.21990 -6.29904 -1.1 -1.1 -0.3
C -2.42317 -7.95027 -6.60548 1.2 -0.4 -0.3
O -2.16830 -7.24319 -5.44350 -0.5 1.7 1.7
H -2.51901 -9.90291 -5.69661 0.1 0.0 -0.2
H -3.42248 -9.67378 -7.24209 0.3 -0.4 -0.1
H -4.06681 -9.10441 -5.77523 0.1 0.5 0.2
H -2.99196 -7.35769 -7.32202 0.0 0.3 0.1
H -1.43402 -8.15935 -7.01286 -0.1 -0.2 -0.8
H -1.27828 -7.34861 -5.09950 0.0 -0.2 -0.3
C 5.87850 6.68497 -0.55392 0.3 -1.0 0.9
C 7.22366 6.93983 -1.28450 -1.9 -0.4 -1.1
O 8.00541 7.88973 -0.63774 0.6 0.2 0.2
H 5.35289 5.78222 -0.86516 0.1 0.0 -0.7
H 5.11594 7.45930 -0.47007 0.5 0.5 -0.7
H 6.05345 6.43889 0.49343 0.5 0.1 0.2
H 7.01025 7.23734 -2.31116 -0.3 0.9 0.0
H 7.76114 6.03493 -1.56797 0.2 -0.5 1.0
H 8.72516 7.41555 -0.21502 0.1 0.2 0.2
C -6.55160 5.54879 5.44982 0.1 1.3 -0.7
C -5.20465 4.89019 5.31562 1.1 0.0 -0.5
O -4.40593 4.80080 6.50431 -0.8 -1.0 0.1
H -7.37276 5.00391 4.98410 0.0 -0.4 0.6
H -6.48096 6.43226 4.81531 -0.3 0.4 0.1
H -6.75686 5.91805 6.45461 -0.1 -0.4 0.0
H -4.50832 5.43056 4.67435 -0.6 0.2 -0.6
H -5.33794 3.90322 4.87264 0.2 -0.2 0.0
H -4.43852 3.84764 6.61402 0.5 0.0 1.0
C 0.20560 0.34230 8.62767 0.2 0.0 0.1
C 0.20330 1.02211 9.96936 -1.0 0.4 0.5
O -1.15225 1.43350 10.16446 -0.7 0.3 0.1
H -0.16624 1.07340 7.90981 0.0 -0.2 -0.2
H -0.49458 -0.48964 8.70328 0.0 0.0 -0.2
H 1.17811 -0.03417 8.31049 0.0 0.0 0.1
H 0.75121 1.96230 10.03208 0.9 -0.5 -0.2
H 0.38916 0.35489 10.81101 0.8 -0.1 -0.1
H -1.12743 2.28545 10.60625 -0.3 -0.1 0.1
C 6.77963 -1.21919 -5.07765 0.6 -0.5 -0.4
C 7.70792 -2.39701 -4.68077 -0.7 0.8 -0.4
O 6.95117 -3.24225 -3.84079 -0.1 -0.4 0.6
H 6.91191 -0.41935 -4.34906 -0.5 -0.1 0.1
H 5.75975 -1.58988 -5.18025 -0.1 0.1 0.5
H 6.97979 -0.76326 -6.04727 0.5 -0.2 -0.1
H 8.55381 -1.99050 -4.12640 0.3 0.0 -0.1
H 8.05157 -3.04654 -5.48583 0.2 0.6 -0.5
H 7.54876 -3.97327 -3.66731 -0.3 -0.3 0.4
C 2.47893 -5.56128 -7.16893 -0.4 0.1 -0.8
C 2.79267 -6.67540 -6.20685 -1.0 0.4 -1.1
O 2.42247 -6.29471 -4.92924 0.4 0.3 2.0
H 2.50900 -5.97615 -8.17644 0.3 0.3 -0.3
H 3.13679 -4.69753 -7.07258 0.2 -0.1 -0.1
H 1.45872 -5.19670 -7.04905 -0.1 -0.1 0.3
H 3.83716 -6.94642 -6.36073 0.0 -0.5 0.5
H 2.08041 -7.47869 -6.39534 0.6 -0.5 -0.5
H 3.16405 -5.90328 -4.46186 0.0 0.1 0.0